The following is a DFT calculation (ωB97M-V with the def2-TZVPD basis set) of a 2-piece molecular cluster, C5H16N2O overall.

Geometry as XYZ:
```
24
Properties=species:S:1:pos:R:3:forces:R:3
H -1.733427 -1.534860 2.176353 -0.1 0.1 0.4
H -2.658346 -0.770309 -2.132640 0.0 -0.1 -0.1
H 2.820127 2.077743 0.740685 -0.4 0.3 -0.6
H 3.072475 0.408554 0.196704 0.2 0.0 0.0
H -1.681016 -0.215511 -3.531615 -0.2 -0.1 0.0
H 1.513707 -1.101310 -0.270001 0.3 -0.2 -0.1
H 0.826741 1.210069 -0.671019 0.4 -0.2 -0.1
H -0.474039 -1.990103 -2.321169 0.4 0.0 -0.1
H -1.329948 -0.704892 0.033513 -0.3 0.3 -0.5
C 0.975250 0.826179 0.352280 -0.6 1.3 -1.3
O -1.531119 -0.645210 2.493761 0.1 0.1 -0.3
H -0.619967 1.052047 1.634082 0.0 0.1 0.3
H 0.630638 -1.133430 1.203573 0.2 -0.2 1.3
C -0.492149 -0.979963 -1.902568 -1.1 0.0 0.5
C 2.414431 1.068075 0.753960 0.1 -0.5 1.2
N 0.031511 1.648591 1.142536 0.5 -0.4 0.0
H 0.392614 -0.421694 -2.189736 0.2 0.0 -0.3
C -1.737282 -0.282778 -2.444243 0.7 0.5 0.0
C 0.676510 -0.660461 0.256971 0.0 0.0 -0.7
N -0.523220 -1.069215 -0.448195 0.2 -0.2 0.5
H 0.600063 2.160206 1.804824 -0.4 0.1 0.3
H 2.482333 0.816705 1.823952 0.2 -0.3 -0.1
H -1.924327 -0.498557 3.358251 -0.1 -0.4 -0.1
H -1.731557 0.740123 -2.060257 -0.2 0.0 0.0
```
Forces are in eV/Å.

As for the SMILES: CCNC[C@H](C)N.O. As for the energy relative to the best compared isomer or geometry (same formula, charge and spin): 0.811 eV. As for the total energy: -10471.71056 eV.

Here are the Mulliken charges for atoms 1 to 2, given in e: H 0.300; H 0.311



The following is a DFT calculation (ωB97M-V with the def2-TZVPD basis set) of a 2-piece molecular cluster, C5H16N2O overall.

Geometry as XYZ:
```
24
Properties=species:S:1:pos:R:3:forces:R:3
H 0.185877 1.389526 -1.396769 -1.0 -1.5 0.6
H -3.361710 -0.706112 0.974855 -0.6 0.1 0.1
H 3.286798 3.077030 0.514416 0.2 -0.1 0.2
H -2.800562 -2.177499 0.291549 1.0 -0.8 0.2
H 2.149680 -0.299420 -0.740832 0.3 1.9 -0.1
H -2.751595 0.549510 -1.155472 -0.1 -0.3 0.0
C -2.219733 -0.346474 -0.792180 0.3 0.3 0.4
C -3.146226 -1.206161 0.038737 -0.4 0.6 -0.7
H -0.070941 -3.424718 1.336693 0.1 0.3 0.1
N -1.032631 0.062050 -0.002106 0.9 -1.1 -2.1
C 0.100913 0.330357 -0.910681 1.2 1.8 -0.5
H 1.118458 1.925781 0.961098 0.9 0.7 0.5
H 3.776299 1.510466 1.100346 -0.1 -0.5 -0.9
N 1.754082 1.774802 0.183365 0.5 -2.8 -0.2
H 3.496015 2.005939 -0.766234 0.9 -0.9 0.4
C 1.458875 0.354786 -0.135518 -1.1 -1.7 -1.9
H -1.165191 0.852568 0.605049 -0.5 0.2 0.0
H -3.999920 -1.408996 -0.601872 -0.7 0.3 0.4
C 3.212583 2.002472 0.286407 -1.6 2.4 0.7
H 1.355318 -0.413813 0.629887 -0.1 0.7 1.3
H 0.091433 -0.353763 -1.789911 0.0 0.1 1.0
H 0.160613 -1.902157 1.261315 -0.3 0.0 0.0
H -1.920303 -0.917189 -1.703240 0.2 0.5 0.8
O 0.321868 -2.678986 1.811096 0.0 -0.3 -0.1
```
Forces are in eV/Å.

As for the SMILES: CCNCCNC.O. As for the energy relative to the best compared isomer or geometry (same formula, charge and spin): 2.168 eV. As for the total energy: -10470.35380 eV.

Here are the Mulliken charges for atoms 1 to 2, given in e: H 0.248; H 0.318